[1]
ORCA calculation (the ωB97M-V functional and the def2-TZVPD basis) on a molecular structure, C14H31CdN2O8 in a non-equilibrium geometry.

As for the spin multiplicity: 2. For the gap between HOMO and LUMO (spin up / spin down), the calculation gives 1.492 / 6.827 eV. As for the total charge: -2. The total energy is -38943.031 eV. The value obtained for the largest force on an atom is 4.827 eV Å⁻¹.

Last column: Löwdin spin population.
Cartesian coordinates (Å):
Cd1 1.10015 -0.95922 -0.45932  0.002
C1 1.94112 1.51580 3.12650  0.002
C2 2.19914 0.34434 2.27660  0.001
O1 3.00823 -0.52921 2.60800  0.000
O2 1.66442 0.30327 1.13124  0.001
H1 1.25332 2.19312 2.62026  0.000
H2 2.80073 2.12352 3.40906  0.000
H3 1.38380 1.10936 3.97047  0.000
C3 5.05391 -1.10485 -2.56049  0.005
C4 3.93243 -1.26092 -1.60059  0.001
O3 2.79650 -0.79228 -1.71895  0.005
O4 4.11535 -1.92044 -0.56998  0.001
H4 5.93464 -1.70527 -2.33266  0.000
H5 5.31604 -0.09289 -2.25177  0.000
H6 4.82182 -1.34421 -3.59825  0.003
C5 -1.42705 -3.73907 1.09646  0.013
C6 -0.43450 -2.63773 0.62575  0.001
O5 0.68996 -2.91487 0.20240  0.001
O6 -0.70991 -1.39989 0.55448  0.006
H7 -0.80263 -4.35910 1.73970  0.001
H8 -1.92836 -4.43603 0.42487  0.005
H9 -2.15940 -3.37543 1.81726  0.002
C7 -2.10899 0.73624 2.82091  0.006
C8 -2.14526 1.93037 1.77931  0.020
C9 -1.88018 3.36615 2.32391  0.016
O7 -2.78598 3.65579 3.30893  0.008
C10 -2.77901 4.98113 3.70446  0.031
N1 -1.15577 1.46740 0.88302  0.003
H10 -1.19596 0.51866 3.37511  0.000
H11 -2.21677 -0.24510 2.35888  0.001
H12 -2.93923 0.90035 3.50782  0.002
H13 -3.11819 1.92524 1.28789  0.018
H14 -1.99519 4.04355 1.47773  0.011
H15 -0.87305 3.43867 2.73444  0.001
H16 -3.55020 5.13145 4.45995  0.005
H17 -3.22679 5.74509 3.06887  0.007
H18 -1.82803 5.37211 4.06623  0.004
H19 -1.13742 0.45790 0.85673  0.000
H20 -0.26414 1.68876 1.30264  0.000
C11 -1.99290 0.31982 -3.48445  0.320
C12 -0.95681 -0.65516 -2.76386  0.018
C13 -0.07267 -1.58011 -3.61718  0.089
O8 0.67395 -2.39776 -2.68909  0.020
C14 1.41355 -3.48690 -3.33037  0.030
N2 -0.15646 0.20336 -1.82614  0.006
H21 -2.52507 0.88315 -2.71792  0.050
H22 -2.77628 -0.26910 -3.96152  0.081
H23 -1.60145 0.97536 -4.26235  0.081
H24 -1.52825 -1.32639 -2.12275  0.007
H25 0.64115 -1.06681 -4.26145  0.030
H26 -0.74477 -2.15094 -4.25792  0.048
H27 2.02524 -4.03143 -2.61105  0.003
H28 1.98850 -3.04823 -4.14591  0.008
H29 0.66609 -4.14568 -3.77244  0.010
H30 -0.79753 0.91789 -1.51216  0.006
H31 0.39420 0.72718 -2.49132  0.011

---

[2]
ORCA calculation (the ωB97M-V functional and the def2-TZVPD basis) on 9 unconnected molecules or ions with the total composition C14H32BBr10N3O8 in a non-equilibrium geometry.

As for the spin multiplicity: 1. For the gap between HOMO and LUMO, the calculation gives 6.240 eV. The value obtained for the energy above the lowest of the compared OMol25 structures with the same formula, charge and spin is 0.000 eV. As for the total charge: +2. The total energy is -736979.883 eV. The value obtained for the largest force on an atom is 1.606 eV Å⁻¹.

Last column: natural (NBO) charge in e.
Cartesian coordinates (Å):
N1 -21.41538 24.85164 12.95135  -0.881
H1 -21.52374 25.03036 13.94964  0.437
H2 -22.29365 24.45267 12.60461  0.464
H3 -20.73274 24.06638 12.83110  0.489
H4 -21.15397 25.72142 12.49169  0.451
N2 -19.25707 23.73158 20.79567  -0.876
H5 -20.28082 23.77041 20.81192  0.460
H6 -18.95214 22.74504 20.68206  0.487
H7 -18.86077 23.99577 21.70059  0.456
H8 -19.03284 24.31790 19.99498  0.442
N3 -16.07366 25.70184 15.20389  -0.889
H9 -16.45484 24.88748 14.65211  0.476
H10 -15.11133 25.48680 15.47797  0.468
H11 -16.67440 25.78530 16.02093  0.433
H12 -16.14673 26.52240 14.60247  0.446
O1 -18.64772 18.74001 18.36444  -0.498
C1 -18.76065 19.81878 17.89640  0.702
O2 -18.47182 20.22476 16.66496  -0.669
B1 -18.80840 21.60501 16.45361  1.196
O3 -19.24676 22.10034 17.79631  -0.693
C2 -19.20318 21.08865 18.67013  0.703
O4 -19.54823 21.12002 19.81787  -0.583
O5 -17.61035 22.39514 15.98083  -0.629
C3 -17.81704 22.77003 14.74985  0.720
O6 -17.04050 23.39414 14.06128  -0.628
C4 -19.27354 22.39859 14.35520  0.710
O7 -19.79912 21.78060 15.38146  -0.610
O8 -19.84538 22.64472 13.32049  -0.609
Br1 -15.75967 22.07424 8.65705  0.051
C5 -16.34063 22.40831 10.45874  -0.484
C6 -17.52882 23.31994 10.56188  -0.465
Br2 -19.16871 22.55690 9.87372  0.006
H13 -15.50323 22.79661 11.03747  0.228
H14 -16.56397 21.43995 10.90795  0.229
H15 -17.35429 24.20020 9.93852  0.226
H16 -17.67931 23.74576 11.55160  0.212
Br3 -19.70975 17.03165 13.49898  0.031
C7 -20.32893 17.98663 15.05648  -0.481
C8 -21.80155 17.78161 15.30761  -0.421
Br4 -22.36807 19.06546 16.67334  -0.043
H17 -20.03534 19.03245 15.02958  0.216
H18 -19.75858 17.62947 15.91805  0.231
H19 -22.04395 16.81887 15.74047  0.240
H20 -22.39096 17.97214 14.41668  0.230
Br5 -23.02460 16.04242 20.63410  -0.015
C9 -21.21919 16.74061 21.00927  -0.448
C10 -20.94984 18.10880 20.45534  -0.445
Br6 -22.31909 19.35369 21.10441  -0.035
H21 -20.51247 15.95872 20.75265  0.235
H22 -21.33235 16.76726 22.08960  0.234
H23 -21.04569 18.13053 19.37623  0.228
H24 -20.01212 18.48544 20.84833  0.241
Br7 -15.04163 20.51575 19.07985  0.012
C11 -14.66318 22.13149 18.03042  -0.450
C12 -13.72359 21.68480 16.93910  -0.421
Br8 -13.68986 22.98780 15.46129  -0.065
H25 -14.25997 22.85215 18.73637  0.229
H26 -15.60192 22.54475 17.67109  0.213
H27 -13.98352 20.69508 16.58586  0.252
H28 -12.69119 21.73075 17.26646  0.246
Br9 -16.30328 16.11929 17.50518  0.016
C13 -16.27196 16.54348 19.39273  -0.460
C14 -17.57956 16.24299 20.06577  -0.468
Br10 -17.51098 16.74790 21.92770  0.008
H29 -15.89905 17.56838 19.44159  0.213
H30 -15.47150 16.04649 19.94558  0.234
H31 -17.76918 15.17281 19.99116  0.233
H32 -18.43198 16.70583 19.57520  0.232